# 1
{"formula": "C21H28GeN2O2SeV", "method": "ωB97M-V with the def2-TZVPD basis set", "symbols": ["Se", "Ge", "V", "O", "O", "N", "N", "C", "C", "C", "C", "C", "C", "C", "C", "C", "C", "C", "C", "C", "C", "C", "C", "C", "C", "C", "C", "C", "H", "H", "H", "H", "H", "H", "H", "H", "H", "H", "H", "H", "H", "H", "H", "H", "H", "H", "H", "H", "H", "H", "H", "H", "H", "H", "H", "H"], "positions_angstrom": [[0.451811, 1.535319, 2.147166], [-0.908715, 2.412932, 4.963032], [-0.316151, 0.023508, 0.003767], [-2.037499, -0.467950, 0.762112], [-0.350005, 1.675415, -1.020364], [1.242348, -0.594506, -1.171650], [0.472452, -1.568685, 1.112698], [1.679558, -0.022222, -2.257336], [0.460994, 3.787065, 5.169144], [-3.614423, -0.899743, 2.450988], [-0.319591, 0.742350, 5.779728], [-0.058010, -2.089959, 2.155679], [-1.379466, -1.784622, 2.660756], [-1.746877, -2.321137, 3.906747], [0.641327, 3.784529, -3.777028], [0.294736, 2.057053, -2.099571], [1.832573, -1.888938, -0.826476], [-2.614640, 2.984463, 5.723432], [1.603839, 2.994104, -4.425079], [1.273699, 1.263207, -2.747194], [-3.938108, -1.413705, 3.681552], [0.835775, 3.243477, 1.309161], [-2.998524, -2.131026, 4.437553], [1.804768, -1.998466, 0.686441], [1.902287, 1.761699, -3.905506], [-1.198295, 2.062050, 3.053001], [0.011844, 3.325895, -2.646064], [-2.315657, -1.034382, 1.904857], [2.543392, -1.317721, 1.116555], [0.388433, 4.761217, -4.170571], [-4.938766, -1.266509, 4.070645], [1.240474, -2.696921, -1.263842], [-3.367516, 2.213101, 5.554066], [-1.595494, 2.925067, 2.518930], [1.373715, 3.480567, 4.655743], [0.572040, 0.368024, 5.274518], [-2.532259, 3.156371, 6.797204], [0.016357, 3.485549, 0.639816], [-4.338469, -0.348030, 1.863866], [-1.008208, -2.894189, 4.457987], [-1.104444, -0.012011, 5.704214], [0.502712, -2.844605, 2.715373], [2.855791, -1.982046, -1.199067], [0.974593, 3.999681, 2.077660], [-3.258166, -2.538730, 5.404625], [-0.080896, 0.895385, 6.833288], [1.745519, 3.125898, 0.724989], [2.647437, 1.138484, -4.389140], [-0.738591, 3.923331, -2.142362], [2.445514, -0.539347, -2.837375], [0.128144, 4.739077, 4.752864], [2.101111, 3.350995, -5.316756], [0.697199, 3.937495, 6.223146], [-2.954098, 3.907519, 5.251707], [2.029548, -3.015231, 1.019345], [-1.912258, 1.246363, 2.944450]], "forces_ev_per_angstrom": [[0.0, -0.2, -0.2], [0.0, 0.0, 0.0], [0.2, 0.5, 0.1], [0.3, 0.1, -0.1], [0.0, -0.5, -0.1], [-0.1, 0.0, 0.1], [0.0, 0.0, -0.1], [0.0, 0.0, -0.1], [0.0, 0.0, 0.0], [0.1, 0.1, -0.3], [0.0, 0.0, 0.0], [0.1, -0.1, 0.1], [0.1, 0.0, -0.1], [0.0, 0.0, 0.0], [0.1, -0.1, 0.0], [-0.1, 0.1, 0.0], [0.0, 0.0, 0.2], [0.0, 0.0, 0.0], [-0.1, 0.1, 0.0], [0.0, -0.1, 0.1], [0.0, -0.1, 0.2], [0.0, 0.0, 0.0], [-0.1, 0.1, -0.1], [-0.2, 0.0, 0.0], [0.1, -0.1, 0.0], [0.0, 0.0, 0.0], [-0.1, 0.1, 0.1], [-0.3, -0.1, 0.4], [0.0, 0.0, 0.0], [0.0, 0.0, 0.0], [0.0, 0.0, 0.0], [-0.1, 0.0, 0.0], [0.0, 0.0, 0.0], [0.0, 0.0, 0.0], [0.0, 0.0, 0.0], [0.0, 0.0, 0.0], [0.0, 0.0, 0.0], [0.0, 0.0, 0.0], [0.0, 0.0, 0.0], [0.0, 0.0, 0.0], [0.0, 0.0, 0.0], [0.0, 0.0, 0.0], [0.0, 0.1, 0.0], [0.0, 0.0, 0.0], [0.0, 0.0, 0.0], [0.0, 0.0, 0.0], [0.0, 0.0, 0.0], [0.0, 0.0, 0.0], [0.0, 0.0, 0.0], [0.0, 0.0, 0.0], [0.0, 0.0, 0.0], [0.0, 0.0, 0.0], [0.0, 0.0, 0.0], [0.0, 0.0, 0.0], [0.0, 0.0, 0.0], [0.0, 0.0, -0.1]], "largest_force_ev_per_a": 0.53, "spin_multiplicity": 2, "mol_weight_g_mol": 542.98, "lumo_energy_ha": [0.0152, 0.0070], "total_charge": 0}

# 2
{"formula": "C21H28HfN5Te", "method": "ωB97M-V with the def2-TZVPD basis set", "symbols": ["Hf", "Te", "N", "N", "N", "N", "N", "C", "C", "C", "C", "C", "C", "C", "C", "C", "C", "C", "C", "C", "C", "C", "C", "C", "C", "C", "C", "C", "H", "H", "H", "H", "H", "H", "H", "H", "H", "H", "H", "H", "H", "H", "H", "H", "H", "H", "H", "H", "H", "H", "H", "H", "H", "H", "H", "H"], "positions_angstrom": [[-0.031154, 0.207372, 0.849477], [2.381581, -0.328664, 2.010698], [0.838876, 0.483984, -1.274480], [-0.174123, -1.709268, -0.461349], [-2.046300, 1.193134, 1.717435], [-0.264522, 2.419731, 0.106587], [-1.494682, -1.368749, 1.688322], [0.453263, -1.773437, -1.643222], [1.351381, 1.830175, -1.593097], [-2.313191, -0.950166, 2.843789], [-2.267025, -3.690729, 1.933237], [4.005472, 2.073921, 2.808600], [1.066510, -0.489742, -2.071008], [1.835965, -0.393612, -3.344397], [2.750458, 1.504630, 2.987532], [0.462619, -2.923032, -2.408476], [-0.633158, 3.181844, 1.328987], [1.102731, 2.719740, -0.405579], [-0.820736, -3.989327, -0.693844], [-2.104788, 0.529989, 3.048493], [2.105035, 3.294914, 4.456894], [-1.528866, -2.579382, 1.276640], [3.355040, 3.874622, 4.279847], [-0.793638, -2.801601, 0.005350], [4.300424, 3.262348, 3.466802], [-0.184823, -4.050891, -1.926106], [-1.986106, 2.688022, 1.787320], [1.799809, 2.100902, 3.815043], [-0.926737, 2.659962, -0.630624], [-2.764265, 3.081554, 1.133829], [-2.908432, 0.948782, 1.235269], [-2.889325, 0.939824, 3.684860], [1.381538, 3.755673, 5.118288], [0.952932, -2.946650, -3.371116], [-3.192499, -3.899586, 1.384701], [0.147056, 3.017826, 2.079476], [-0.201153, -4.964653, -2.507449], [-2.043518, -1.487115, 3.752014], [-2.206616, 3.040992, 2.793601], [-2.526855, -3.465059, 2.961757], [3.601343, 4.793687, 4.795078], [1.225953, 3.769722, -0.670273], [1.158398, -0.123985, -4.163090], [1.814870, 2.500718, 0.395171], [2.307680, -1.338402, -3.601343], [0.860299, 1.606552, 4.029673], [5.282235, 3.702509, 3.348149], [2.416203, 1.812594, -1.818505], [-1.154827, 0.709828, 3.564166], [-1.338596, -4.852763, -0.300739], [2.605829, 0.371354, -3.294828], [4.754032, 1.607940, 2.179279], [0.834813, 2.203781, -2.480708], [-1.667594, -4.601164, 1.915957], [-0.675775, 4.256157, 1.145574], [-3.361895, -1.166776, 2.630563]], "forces_ev_per_angstrom": [[-1.0, -0.5, -1.8], [-0.4, -0.2, 0.1], [0.3, 0.4, 0.5], [0.2, 0.2, 0.2], [0.4, 0.1, 0.4], [0.5, 0.1, 0.4], [0.3, 0.5, 0.5], [0.0, 0.1, -0.1], [-0.1, -0.1, -0.2], [0.0, -0.2, -0.1], [0.0, 0.0, -0.1], [-0.1, 0.1, 0.0], [0.1, -0.1, -0.3], [-0.1, 0.0, 0.1], [-0.1, 0.2, 0.0], [0.0, -0.1, -0.1], [0.1, 0.0, -0.1], [0.0, 0.2, 0.2], [0.0, -0.2, -0.1], [0.1, 0.1, 0.2], [0.0, 0.0, 0.0], [-0.1, -0.3, 0.1], [0.0, 0.0, 0.0], [-0.1, 0.0, 0.1], [0.0, 0.0, 0.0], [0.0, -0.1, 0.0], [-0.2, 0.0, 0.0], [0.1, 0.0, 0.1], [-0.1, -0.2, 0.0], [0.0, 0.0, 0.0], [0.1, -0.1, -0.2], [0.0, 0.1, 0.0], [0.0, 0.0, 0.0], [0.0, 0.0, 0.0], [0.0, 0.0, 0.0], [0.0, -0.1, 0.0], [0.0, 0.0, 0.0], [0.1, -0.1, 0.0], [0.0, 0.0, 0.0], [0.0, 0.0, 0.0], [0.0, 0.0, 0.0], [-0.1, 0.1, 0.0], [0.0, 0.0, 0.0], [0.0, 0.0, 0.1], [0.0, 0.0, 0.0], [0.0, 0.0, 0.0], [0.0, 0.0, 0.0], [0.1, -0.1, 0.0], [0.0, 0.0, 0.0], [0.0, 0.0, 0.0], [0.0, 0.0, 0.0], [0.0, 0.0, 0.0], [0.0, 0.0, 0.0], [0.0, 0.0, 0.0], [0.1, 0.0, 0.0], [0.0, 0.0, 0.0]], "largest_force_ev_per_a": 2.16, "spin_multiplicity": 1, "mol_weight_g_mol": 656.58, "lumo_energy_ha": -0.3972, "total_charge": 3, "de_lowest_kcal_mol": 0.0}

# 3
{"formula": "C21H28N2O", "method": "ωB97M-V with the def2-TZVPD basis set", "symbols": ["O", "N", "N", "C", "C", "C", "C", "C", "C", "C", "C", "C", "C", "C", "C", "C", "C", "C", "C", "C", "C", "C", "C", "C", "H", "H", "H", "H", "H", "H", "H", "H", "H", "H", "H", "H", "H", "H", "H", "H", "H", "H", "H", "H", "H", "H", "H", "H", "H", "H", "H", "H"], "positions_angstrom": [[2.720627, -1.264377, 1.675669], [0.680717, -0.462223, 0.993019], [-0.922979, -2.165999, -0.622856], [-4.453102, 1.973799, 0.159978], [-0.260844, 0.985768, 2.526512], [1.776884, -1.551403, 1.024104], [2.120983, 0.905107, -1.410009], [-0.105482, -3.024749, -0.039433], [4.304936, 0.583435, -1.664254], [-2.038709, 0.702012, -0.492922], [0.989848, 0.781847, 1.828781], [-4.328124, 0.846850, 0.400589], [3.545283, 1.617737, 0.385320], [3.044230, 0.609328, -2.478334], [-2.439707, 2.178204, -0.763031], [1.343150, -2.643435, 0.011101], [2.286998, 1.423853, -0.248962], [-3.193728, 0.226202, 0.183468], [1.205289, 1.877576, 0.899759], [-2.913699, -1.292406, 0.520933], [-2.290218, -2.453701, -0.725227], [-3.540338, 2.737988, -0.576515], [-2.953289, -2.083801, -1.835905], [4.668040, 1.193717, -0.547085], [1.017320, 0.621141, -1.720395], [-1.099231, 0.960282, 2.083313], [-4.023489, -2.233985, -1.833683], [-2.492599, -2.734957, -2.662607], [-2.655962, -1.101092, -2.322278], [1.970769, -3.651465, 0.402656], [-0.440646, -3.057246, 0.935612], [1.960478, 0.664734, 2.355722], [-3.835671, -1.684330, 0.775475], [-1.359901, 0.324154, -0.920081], [2.837680, 0.176939, -3.232135], [-2.204031, -1.326042, 1.319863], [1.693144, -2.455920, -0.894682], [3.918208, 2.050166, 1.145779], [-0.496206, 0.161648, 3.486169], [5.737783, 1.114512, -0.214795], [-0.000446, -0.846863, 0.379724], [-4.826459, 0.210781, 1.035966], [-2.519556, -3.288593, 0.027276], [5.077154, 0.145027, -2.375388], [-1.519846, 2.708672, -1.688684], [0.284371, 2.009056, 0.103611], [-0.149587, -3.861808, -0.290598], [-0.668462, -2.236189, -1.481093], [-5.217385, 2.522162, 0.487920], [-3.450128, 3.670491, -0.836151], [-0.130773, 1.866970, 3.294067], [1.544986, 2.769021, 1.355236]], "forces_ev_per_angstrom": [[2.2, -1.8, 0.5], [5.5, -3.4, 1.5], [-2.7, 3.7, 0.1], [-2.1, 16.8, -4.3], [4.5, 0.0, 11.3], [-5.2, 4.7, -1.5], [-4.6, -2.9, -8.8], [3.5, 8.5, 7.4], [0.5, -1.5, -8.6], [-15.1, 10.9, 6.2], [-1.0, -2.9, -2.3], [0.8, -14.5, 4.6], [1.1, -4.2, -11.1], [3.8, 5.8, 17.7], [12.1, -5.6, -6.0], [2.1, -3.6, 6.1], [2.1, 4.0, 10.3], [10.0, -6.9, -3.5], [-1.4, -0.6, -7.3], [-0.1, 1.0, -1.8], [-0.3, 2.0, 11.8], [-3.3, -1.8, 2.5], [-0.7, -0.1, -8.1], [-1.4, 0.5, 4.7], [1.7, 1.0, 0.8], [-5.8, 0.4, -4.0], [-0.1, 0.1, 0.0], [-1.1, 0.2, 0.3], [-0.6, -0.6, 1.4], [-1.6, 2.5, -1.2], [-0.4, -0.4, 2.9], [-1.1, -0.6, 0.2], [-1.9, -1.3, 1.1], [9.7, -5.5, -5.1], [-2.4, -5.5, -10.0], [0.4, -0.3, 0.6], [1.9, 1.2, -4.1], [1.2, 3.1, 6.1], [1.0, 1.6, -2.8], [-1.2, 0.3, -0.3], [-1.7, 1.4, -0.4], [-2.7, -0.7, 1.3], [-0.2, 0.2, -2.2], [-0.1, 0.5, 1.4], [-2.8, -1.1, 3.2], [1.5, 0.3, 2.7], [-0.8, -13.3, -4.7], [2.4, 0.7, -7.7], [-3.5, 1.9, 1.3], [-1.4, 5.4, -1.2], [-0.7, -0.8, -1.8], [0.1, 1.1, 0.3]], "largest_force_ev_per_a": 19.63, "spin_multiplicity": 1, "mol_weight_g_mol": 324.47, "lumo_energy_ha": 0.0217, "total_charge": 0, "de_lowest_kcal_mol": 467.1}

# 4
{"formula": "C21H28N2O3", "method": "ωB97M-V with the def2-TZVPD basis set", "symbols": ["O", "O", "O", "N", "N", "C", "C", "C", "C", "C", "C", "C", "C", "C", "C", "C", "C", "C", "C", "C", "C", "C", "C", "C", "C", "C", "H", "H", "H", "H", "H", "H", "H", "H", "H", "H", "H", "H", "H", "H", "H", "H", "H", "H", "H", "H", "H", "H", "H", "H", "H", "H", "H", "H"], "positions_angstrom": [[4.977718, 1.642186, -0.113038], [-4.102344, 0.236895, 0.839927], [3.697716, 0.717171, 2.319933], [0.110082, -2.524036, -0.249306], [-2.300544, -1.057264, -0.729966], [-2.954708, 3.061238, -1.232418], [-3.419117, 0.995254, -0.075898], [4.161325, 0.534394, -0.115897], [5.601354, 2.023607, -1.311966], [-3.634030, 2.350738, -0.252522], [-2.468210, 0.315500, -0.878052], [4.613780, 1.764078, 2.543589], [-1.811743, 1.055118, -1.859382], [1.504063, -2.877506, -0.017657], [3.566387, 0.132540, 1.094068], [-0.137098, -1.946697, -1.556397], [-5.806456, -0.280998, 2.394732], [-0.469183, -1.682522, 0.780586], [-2.052697, 2.406621, -2.042373], [-1.653261, -1.831855, -1.762484], [3.066703, -1.313872, -1.234087], [2.730991, -0.980365, 1.093546], [-1.986095, -1.612414, 0.569121], [-5.163211, 0.819728, 1.564280], [3.898930, -0.209045, -1.259673], [2.465657, -1.714735, -0.051322], [0.334151, -0.953979, -1.658105], [-0.258572, -2.129147, 1.754774], [-2.444592, -1.013105, 1.350654], [6.259128, 1.236467, -1.695421], [-2.395896, -2.626897, 0.609905], [-1.089108, 0.573287, -2.498537], [-6.642683, 0.121285, 2.959541], [-2.076364, -2.841816, -1.711764], [2.296442, -1.261851, 2.040407], [-3.145546, 4.116385, -1.355652], [4.348618, 0.073950, -2.197905], [-1.882306, -1.412439, -2.742579], [-6.161738, -1.073942, 1.742562], [-0.052677, -0.659528, 0.764129], [4.349534, 2.662970, 1.983015], [6.199047, 2.899101, -1.060845], [5.634672, 1.468779, 2.291437], [1.551542, -3.370159, 0.957251], [-4.786939, 1.616968, 2.222055], [1.779568, -3.605717, -0.786523], [-5.901072, 1.253321, 0.874609], [4.550424, 1.970898, 3.612202], [-1.521563, 2.942524, -2.815092], [2.896705, -1.866676, -2.146023], [0.282752, -2.610479, -2.316627], [4.870732, 2.295717, -2.080896], [-5.078838, -0.701067, 3.083859], [-4.351438, 2.871370, 0.362247]], "forces_ev_per_angstrom": [[-0.3, -0.3, 0.3], [0.2, 0.0, -0.3], [-0.2, -0.2, -0.3], [0.0, -0.1, 0.0], [-0.2, -0.2, -0.1], [0.1, 0.0, -0.1], [0.0, 0.0, 0.1], [0.1, 0.1, 0.1], [0.1, 0.1, -0.2], [-0.1, 0.0, 0.2], [-0.2, 0.2, 0.0], [0.3, 0.4, 0.2], [0.0, -0.1, 0.1], [0.0, 0.0, 0.0], [-0.1, -0.1, 0.1], [-0.3, 0.0, -0.1], [0.3, 0.2, -0.3], [-0.4, -0.1, 0.0], [-0.1, 0.2, 0.0], [0.2, 0.0, -0.2], [0.0, 0.0, 0.1], [0.2, 0.2, -0.1], [0.3, 0.1, 0.5], [-0.3, 0.1, 0.2], [0.1, 0.1, 0.0], [0.1, 0.0, 0.0], [0.0, -0.1, 0.0], [0.0, 0.0, 0.1], [0.0, -0.1, 0.0], [0.0, 0.0, 0.0], [0.0, 0.0, 0.1], [0.1, -0.1, 0.0], [-0.1, 0.0, 0.1], [0.1, 0.0, -0.1], [-0.1, 0.0, 0.1], [0.0, 0.1, 0.0], [0.1, 0.1, -0.1], [0.0, 0.0, 0.0], [-0.1, -0.1, 0.0], [0.0, -0.1, 0.1], [0.0, -0.1, 0.1], [0.0, -0.1, -0.1], [-0.1, 0.0, 0.0], [0.1, 0.0, -0.1], [0.0, 0.0, -0.1], [0.1, 0.0, 0.1], [0.1, 0.0, 0.1], [0.0, 0.0, -0.1], [0.0, 0.0, -0.1], [0.0, -0.1, -0.1], [0.0, 0.0, 0.0], [0.0, 0.0, 0.0], [0.0, -0.1, 0.1], [-0.1, 0.0, 0.1]], "largest_force_ev_per_a": 0.57, "spin_multiplicity": 1, "mol_weight_g_mol": 356.47, "lumo_energy_ha": 0.0281, "total_charge": 0, "de_lowest_kcal_mol": 95.7, "smiles": "CCOc1ccccc1N1CCN(Cc2ccc(OC)c(OC)c2)CC1"}